Entry 1:
Density functional theory data (ωB97M-V with the def2-TZVPD basis set) for a cluster of 8 separate species, C34H72B2NO14S7 in total.

```
130
Properties=species:S:1:pos:R:3
S -1.5434 3.4088 -4.2540
S -5.6603 3.1244 -0.6399
S 1.7841 -6.3948 3.5247
S -0.2387 -5.4141 0.0725
S 7.2870 0.7010 -4.2031
S 1.6330 -0.5931 -4.0438
S 2.4490 -9.1627 0.5411
O -3.3746 2.1252 4.6380
O 2.5583 -8.1572 -0.5500
O 0.5419 0.1581 -0.0923
O -5.2020 2.8310 -2.0190
O -5.4132 1.4386 5.2772
O -0.0792 1.6355 4.1936
O -1.4770 0.5424 2.7310
O 0.4196 -6.9813 3.3789
O 6.0319 0.9943 -3.4735
O 1.0203 -0.6435 2.0690
O -0.5381 3.6946 -3.1913
O 0.3180 5.6119 2.4615
O 0.8239 -0.3618 -5.2822
O 0.6321 -4.2250 0.2977
N 2.4806 4.2605 -0.2654
C -0.7988 3.5895 3.1797
C 2.3953 3.2324 1.9171
C -0.6379 3.2908 -5.8050
C -3.8234 5.3849 0.5829
C -2.9078 5.2021 1.5492
C 1.9439 -1.5221 1.4411
C 6.8292 -0.0759 -5.7583
C 2.2710 -10.7683 -0.2533
C -7.0479 4.2558 -0.7977
C -0.5706 1.3440 1.9671
C -6.6186 1.7109 -0.0923
C -1.8638 -4.7815 -0.3506
C 3.3579 -0.5450 -4.5285
C -2.5989 1.3786 0.5121
C -2.4642 1.0285 5.1263
C -0.5905 4.8147 2.3252
C 0.1150 2.3572 2.9682
C -1.5047 1.9838 0.9591
C 0.7689 -9.1129 1.1464
C 3.2220 -0.8472 1.0511
C 1.6206 2.4711 3.0153
C -1.2416 5.1470 -0.0489
C -2.1318 5.3378 -1.0308
C -3.4323 5.4328 -0.7013
C -5.0353 1.8555 2.9792
C 1.8087 3.2228 0.5348
C 1.6510 0.9487 -3.1274
C -1.9448 1.6684 -4.1562
C 7.8532 2.2436 -4.9287
C 1.6037 -4.6230 3.4458
C -1.6064 5.0582 1.2438
C 0.1632 -6.0452 -1.5550
C -4.6197 1.7732 4.4163
C 2.1976 -6.4780 5.2701
B -1.1957 0.6853 4.1698
B 0.3669 0.2265 1.2935
H -1.7742 -4.0553 -1.1586
H 8.1517 2.9043 -4.1184
H 3.5580 0.3679 -5.0885
H -1.8068 5.3717 -2.0388
H 2.6213 4.2258 2.2477
H 2.6092 3.9569 -1.2151
H -1.3151 2.9629 -6.5930
H 2.3156 -7.5250 5.5419
H 0.0822 -9.2094 0.3032
H 0.6035 -8.1643 1.6502
H -3.1859 5.1500 2.5827
H 8.7081 2.0471 -5.5757
H -2.8828 1.5602 -0.5089
H 1.9612 1.7588 -3.7853
H 1.3032 -4.3631 2.4308
H 2.0643 -11.5235 0.5045
H 0.1848 2.5850 -5.6944
H -1.0305 1.0843 -4.1705
H -6.6653 5.2024 -1.1727
H -2.5054 -5.6099 -0.6509
H 1.9717 5.1279 -0.2368
H 6.0885 0.5377 -6.2712
H 0.7448 3.3848 0.5245
H -2.2770 -4.2996 0.5328
H -0.5408 -6.8351 -1.8186
H 2.3325 0.8616 -2.2815
H 3.5470 -0.1671 1.8205
H 2.5607 -4.1556 3.6777
H -2.4806 1.5012 -3.2298
H -0.2488 4.2793 -6.0444
H -1.8128 3.2463 3.0683
H 0.8397 -4.2996 4.1531
H -3.2402 0.7798 1.1223
H 2.0292 2.2806 0.0624
H 3.9866 -0.5838 -3.6404
H -0.2185 5.0446 -0.3456
H 1.1708 -6.4536 -1.5127
H -7.3767 1.4691 -0.8383
H -5.9278 2.4437 2.8486
H 1.8292 2.9782 3.9405
H 1.4606 -10.7263 -0.9807
H 0.1164 -5.2329 -2.2816
H 3.9768 -1.5885 0.8522
H 2.2073 -2.2536 2.1839
H -0.1983 -0.2884 -0.5015
H 7.0424 2.7003 -5.4961
H 0.6186 -9.9258 1.8569
H -7.5022 4.4064 0.1817
H -5.9349 0.8730 0.0253
H 2.0556 1.4995 3.1250
H 0.6497 1.1469 -2.7578
H -2.5803 1.3979 -4.9980
H -4.2546 2.3345 2.4140
H 3.1007 -0.2917 0.1370
H -7.7782 3.8498 -1.4984
H -3.0569 0.1418 5.2855
H -4.8474 5.4602 0.8680
H -0.7767 -0.3836 4.6782
H 7.7179 -0.1974 -6.3775
H 1.5209 -2.0750 0.6260
H -4.1691 5.5525 -1.4695
H -5.1449 0.8729 2.5587
H 1.3932 -6.0336 5.8555
H 3.1331 -5.9472 5.4431
H -2.1406 1.3328 6.1071
H -7.0842 1.9397 0.8659
H 3.5586 -1.4123 -5.1567
H 3.2055 -11.0043 -0.7583
H 6.4052 -1.0518 -5.5332
H 3.3591 2.7527 1.8315
H -1.3256 2.9556 0.5552
H -0.6894 3.8906 4.2061
```

Output
spin multiplicity	1
charge	-1

Entry 2:
Density functional theory data (ωB97M-V with the def2-TZVPD basis set) for the molecule C5H7F.

```
13
Properties=species:S:1:pos:R:3
F 2.3064 1.2804 1.1023
C -1.7248 0.6453 0.5560
C 1.7861 -0.5876 -0.3363
C 1.9382 0.9649 -0.1654
C -0.3829 0.2301 0.1312
C 0.3424 -0.8327 -0.0031
H -1.9832 -0.1512 1.2689
H -1.8356 1.7212 0.8844
H 2.2305 -0.8044 -1.3248
H -2.4859 0.7249 -0.2486
H 2.5111 -1.1952 0.2580
H 2.5431 1.6714 -0.8502
H -0.1042 -1.9485 0.0521
```

Output
spin multiplicity	1
energy relative to the best compared isomer or geometry (same formula, charge and spin)	104.78	kcal per mole
charge	0

Entry 3:
Density functional theory data (ωB97M-V with the def2-TZVPD basis set) for the molecule C6H12O.

```
19
Properties=species:S:1:pos:R:3
O -1.8849 0.8568 1.4459
C -0.2976 -0.0017 -0.8869
C 1.5401 -1.4027 -0.3862
C -1.5414 -0.6881 -0.4359
C 0.8019 -0.1376 0.1230
C 1.7443 1.0662 0.1420
C -2.1046 0.5888 0.1258
H 2.4220 -1.5771 0.2423
H 0.4479 -0.3545 1.1471
H 2.5973 0.8914 0.8098
H 1.2255 1.9674 0.4949
H -1.3879 1.6800 1.4740
H 1.8728 -1.2708 -1.4227
H -1.4682 -1.4191 0.3781
H -2.1756 -1.0603 -1.2476
H -3.1610 0.6416 -0.0332
H 2.1180 1.2715 -0.8678
H 0.9026 -2.2931 -0.3357
H -1.7274 1.3628 -0.5727
```

Output
spin multiplicity	1
energy relative to the best compared isomer or geometry (same formula, charge and spin)	98.51	kcal per mole
charge	0

Number 1: strongest force on any atom 2.99 eV/A, E -143777.878 eV. Number 2: strongest force on any atom 3.54 eV/A, E -8010.667 eV. Number 3: strongest force on any atom 2.34 eV/A, E -8460.082 eV.